1.
A molecular structure, C15H18BrN9STc in a non-equilibrium geometry, computed with ωB97M-V with the def2-TZVPD basis set.

Output
Highest occupied orbital energy (spin up / spin down) = -21.353 / -21.235 eV
Molar mass = 534.343 g/mol
LUMO (spin up / spin down) = -15.42 / -15.52 eV
<S²> = 3.807
Kohn-Sham gap (spin up / spin down) = 5.9 / 5.7 eV
Electronic energy = -4126.72895 a.u.
Largest force on an atom = 1.867 eV/Å

ORCA input file:
```
! wB97M-V def2-TZVPD RIJCOSX def2/J DEFGRID3
* xyz 4 4
Tc 0.47 -0.15 0.18
N -1.19 0.43 -2.79
C -1.98 -0.03 -1.84
N -3.25 -0.21 -2.12
C -4.14 -0.68 -1.24
N -5.40 -0.84 -1.54
N -3.65 -0.99 -0.01
C -2.41 -0.82 0.27
N -1.46 -0.32 -0.58
C -1.92 -1.16 1.61
C -2.79 -1.60 2.61
C -2.27 -1.88 3.87
C -0.90 -1.75 4.06
C -0.10 -1.32 3.00
N -0.59 -1.01 1.80
H -1.59 0.64 -3.70
H -0.22 0.64 -2.64
H -5.75 -0.61 -2.46
H -6.05 -1.24 -0.88
H -3.84 -1.70 2.39
H -2.91 -2.20 4.68
H -0.44 -1.98 5.01
H 0.97 -1.22 3.15
Br 2.91 -0.58 1.04
C 2.66 -1.88 -0.37
C 3.64 -2.72 -0.84
C 3.33 -3.46 -1.98
C 2.07 -3.35 -2.54
C 1.12 -2.52 -1.94
N 1.42 -1.78 -0.87
H 4.61 -2.78 -0.36
H 4.08 -4.11 -2.42
H 1.81 -3.90 -3.44
H 0.12 -2.45 -2.34
C 2.79 5.61 -0.36
N 2.13 4.34 -0.53
C 1.66 3.59 0.44
N 1.82 3.87 1.71
S 0.63 2.21 -0.02
H 3.05 6.02 -1.34
H 3.71 5.51 0.22
H 2.14 6.33 0.14
H 1.98 4.04 -1.49
H 2.32 4.70 2.01
H 1.41 3.31 2.45
*
```


2.
3 unconnected molecules or ions with the total composition C15H18Cl2F6N2O4, computed with ωB97M-V with the def2-TZVPD basis set.

Output
Highest occupied orbital energy = -11.433 eV
Molar mass = 475.213 g/mol
LUMO = 0.25 eV
Kohn-Sham gap = 11.7 eV
Electronic energy = -2512.45507 a.u.
Largest force on an atom = 0.429 eV/Å
SMILES = C[C@@H](Cl)[C@H](Cl)[C@@H](C#N)CC#N.CCOC(=O)C(F)(F)F.CCOC(=O)C(F)(F)F

ORCA input file:
```
! wB97M-V def2-TZVPD RIJCOSX def2/J DEFGRID3
* xyz 0 1
C 2.51 -2.88 3.42
C 1.90 -2.17 2.22
Cl 1.66 -3.32 0.86
C 0.61 -1.39 2.50
Cl 1.12 0.11 3.37
C -0.43 -2.11 3.38
C -1.51 -1.18 3.72
N -2.36 -0.43 3.92
C -1.08 -3.35 2.68
C -1.49 -4.33 3.70
N -1.82 -5.05 4.52
H 3.57 -3.01 3.26
H 2.35 -2.30 4.33
H 2.05 -3.87 3.57
H 2.62 -1.45 1.84
H 0.17 -1.05 1.57
H 0.03 -2.42 4.32
H -0.41 -3.81 1.97
H -1.98 -3.04 2.16
C -3.90 3.37 2.15
C -2.56 3.75 1.58
O -2.18 2.87 0.50
C -2.70 3.14 -0.69
O -3.42 4.05 -0.98
C -2.18 2.11 -1.71
F -2.27 0.86 -1.22
F -0.89 2.35 -1.99
F -2.88 2.17 -2.84
H -3.90 2.32 2.44
H -4.13 3.97 3.02
H -4.70 3.51 1.42
H -1.78 3.62 2.33
H -2.53 4.78 1.24
C 0.25 0.25 -4.59
C 1.41 0.39 -5.55
O 2.59 0.84 -4.87
C 3.29 -0.09 -4.23
O 3.05 -1.26 -4.18
C 4.52 0.55 -3.57
F 4.20 1.68 -2.94
F 5.44 0.84 -4.51
F 5.07 -0.29 -2.70
H 0.08 1.19 -4.06
H -0.66 -0.01 -5.14
H 0.44 -0.53 -3.85
H 1.21 1.16 -6.30
H 1.62 -0.54 -6.07
*
```


3.
5 unconnected molecules or ions with the total composition C15H18Cl4N2O4 in a non-equilibrium geometry, computed with ωB97M-V with the def2-TZVPD basis set.

Output
Energy above the lowest of the compared OMol25 structures with the same formula, charge and spin = 13.6 kJ/mol
Highest occupied orbital energy = -9.379 eV
Molar mass = 432.131 g/mol
LUMO = -0.10 eV
Kohn-Sham gap = 9.3 eV
Electronic energy = -2833.34329 a.u.
Largest force on an atom = 4.426 eV/Å
SMILES = C[N+](=O)[O-].C[N+](=O)[O-].ClC(Cl)(Cl)Cl.c1ccccc1.c1ccccc1

ORCA input file:
```
! wB97M-V def2-TZVPD RIJCOSX def2/J DEFGRID3
* xyz 0 1
C -9.83 -0.32 -0.61
N -10.58 0.89 -0.71
O -11.33 1.27 0.20
O -10.37 1.56 -1.73
H -10.54 -1.13 -0.76
H -9.47 -0.18 0.41
H -8.98 -0.38 -1.30
C -0.05 5.89 0.72
N -0.91 6.43 1.87
O -2.14 6.52 1.75
O -0.30 6.65 2.94
H 0.72 5.24 1.13
H 0.43 6.78 0.32
H -0.68 5.55 -0.10
Cl -4.10 -0.95 1.76
C -2.36 -0.88 1.77
Cl -1.85 -0.93 3.51
Cl -1.62 -2.24 0.88
Cl -1.86 0.64 1.10
C 3.16 -5.06 2.94
C 4.00 -4.55 1.93
C 5.30 -4.17 2.26
C 5.64 -4.26 3.60
C 4.84 -4.68 4.61
C 3.52 -4.99 4.30
H 2.18 -5.38 2.61
H 3.64 -4.49 0.91
H 5.88 -3.72 1.46
H 6.63 -3.94 3.91
H 5.07 -4.83 5.65
H 2.77 -5.31 5.00
C 3.16 2.41 -5.03
C 2.90 1.19 -5.71
C 2.42 0.09 -5.07
C 2.25 0.16 -3.69
C 2.66 1.29 -2.92
C 3.13 2.43 -3.64
H 3.53 3.23 -5.62
H 3.17 1.14 -6.76
H 2.19 -0.80 -5.64
H 1.87 -0.75 -3.27
H 2.55 1.26 -1.84
H 3.37 3.36 -3.15
*
```


4.
A molecular structure, C15H18ClF3N2O4Ta in a non-equilibrium geometry, computed with ωB97M-V with the def2-TZVPD basis set.

Output
Energy above the lowest of the compared OMol25 structures with the same formula, charge and spin = 64.7 kJ/mol
Highest occupied orbital energy = -3.757 eV
Molar mass = 563.714 g/mol
LUMO = 2.79 eV
Kohn-Sham gap = 6.5 eV
Electronic energy = -1809.76841 a.u.
Largest force on an atom = 1.155 eV/Å

ORCA input file:
```
! wB97M-V def2-TZVPD RIJCOSX def2/J DEFGRID3
* xyz -1 1
Ta -0.64 -0.33 0.14
N -0.49 1.82 -0.73
C -0.58 2.88 0.28
C -1.29 2.40 1.55
O -1.75 3.24 2.33
N -1.31 1.08 1.67
C -2.00 0.52 2.81
C -2.08 -0.99 2.67
O -2.55 -1.70 3.54
O -1.56 -1.45 1.55
H 0.40 1.82 -1.23
H -1.20 1.93 -1.44
H -1.12 3.75 -0.10
H 0.41 3.21 0.57
H -3.02 0.92 2.90
H -1.50 0.74 3.75
F 1.02 0.13 -2.47
C 0.69 -0.99 -1.70
F 0.12 -1.84 -2.61
F 1.92 -1.57 -1.49
C -2.88 -2.04 -2.22
O -2.66 -1.51 -0.91
C -2.26 -0.13 -0.97
C -3.28 0.78 -1.60
H -2.93 -3.13 -2.13
H -2.08 -1.77 -2.90
H -3.83 -1.68 -2.62
H -3.26 0.81 -2.69
H -3.19 1.80 -1.22
H -4.28 0.43 -1.30
Cl 1.31 -2.39 1.37
C 1.38 -1.21 2.66
C 1.26 -1.62 3.97
C 1.27 -0.66 4.98
C 1.38 0.68 4.64
C 1.49 1.07 3.31
C 1.49 0.14 2.27
C 1.45 0.50 0.85
H 1.14 -2.67 4.20
H 1.16 -0.96 6.01
H 1.37 1.44 5.41
H 1.55 2.12 3.06
H 2.18 -0.08 0.28
H 1.68 1.56 0.72
*
```


What is the largest force on an atom in the first record? 1.867 eV/Å


What is the electronic energy in the first record? -4126.72895 a.u.


What is the formula in the fourth record? C15H18ClF3N2O4Ta


Please write out number 2 again, unchanged.
3 unconnected molecules or ions with the total composition C15H18Cl2F6N2O4, computed with ωB97M-V with the def2-TZVPD basis set.

Output
Highest occupied orbital energy = -11.433 eV
Molar mass = 475.213 g/mol
LUMO = 0.25 eV
Kohn-Sham gap = 11.7 eV
Electronic energy = -2512.45507 a.u.
Largest force on an atom = 0.429 eV/Å
SMILES = C[C@@H](Cl)[C@H](Cl)[C@@H](C#N)CC#N.CCOC(=O)C(F)(F)F.CCOC(=O)C(F)(F)F

ORCA input file:
```
! wB97M-V def2-TZVPD RIJCOSX def2/J DEFGRID3
* xyz 0 1
C 2.51 -2.88 3.42
C 1.90 -2.17 2.22
Cl 1.66 -3.32 0.86
C 0.61 -1.39 2.50
Cl 1.12 0.11 3.37
C -0.43 -2.11 3.38
C -1.51 -1.18 3.72
N -2.36 -0.43 3.92
C -1.08 -3.35 2.68
C -1.49 -4.33 3.70
N -1.82 -5.05 4.52
H 3.57 -3.01 3.26
H 2.35 -2.30 4.33
H 2.05 -3.87 3.57
H 2.62 -1.45 1.84
H 0.17 -1.05 1.57
H 0.03 -2.42 4.32
H -0.41 -3.81 1.97
H -1.98 -3.04 2.16
C -3.90 3.37 2.15
C -2.56 3.75 1.58
O -2.18 2.87 0.50
C -2.70 3.14 -0.69
O -3.42 4.05 -0.98
C -2.18 2.11 -1.71
F -2.27 0.86 -1.22
F -0.89 2.35 -1.99
F -2.88 2.17 -2.84
H -3.90 2.32 2.44
H -4.13 3.97 3.02
H -4.70 3.51 1.42
H -1.78 3.62 2.33
H -2.53 4.78 1.24
C 0.25 0.25 -4.59
C 1.41 0.39 -5.55
O 2.59 0.84 -4.87
C 3.29 -0.09 -4.23
O 3.05 -1.26 -4.18
C 4.52 0.55 -3.57
F 4.20 1.68 -2.94
F 5.44 0.84 -4.51
F 5.07 -0.29 -2.70
H 0.08 1.19 -4.06
H -0.66 -0.01 -5.14
H 0.44 -0.53 -3.85
H 1.21 1.16 -6.30
H 1.62 -0.54 -6.07
*
```